i) {
  "formula": "C6H13N",
  "method": "ωB97M-V with the def2-TZVPD basis set",
  "homo_energy_ev": -8.02,
  "species": ["C", "C", "C", "N", "C", "C", "C", "H", "H", "H", "H", "H", "H", "H", "H", "H", "H", "H", "H", "H"],
  "positions_angstrom": [[2.936, -0.251, 0.023], [1.422, -0.402, 0.107], [0.707, 0.285, -1.049], [-0.717, -0.015, -1.039], [-1.551, 0.992, -1.152], [-2.000, 0.560, 0.766], [-2.433, -0.788, 1.257], [3.229, 0.805, 0.040], [3.321, -0.687, -0.906], [3.434, -0.751, 0.860], [1.136, -1.461, 0.099], [1.045, 0.020, 1.048], [1.122, -0.116, -1.991], [0.934, 1.369, -1.053], [-2.558, 0.823, -1.513], [-1.161, 2.011, -1.356], [-1.143, 0.825, 1.403], [-2.782, -0.411, 2.244], [-3.304, -1.275, 0.804], [-1.636, -1.533, 1.407]],
  "nbo_charge": [-0.606, -0.397, -0.243, -0.418, -0.085, -0.103, -0.707, 0.202, 0.202, 0.213, 0.206, 0.194, 0.200, 0.163, 0.201, 0.172, 0.132, 0.247, 0.211, 0.215]
}


ii) {
  "formula": "C6H13N",
  "method": "ωB97M-V with the def2-TZVPD basis set",
  "homo_energy_ev": -8.98,
  "species": ["C", "C", "C", "C", "C", "C", "N", "H", "H", "H", "H", "H", "H", "H", "H", "H", "H", "H", "H", "H"],
  "positions_angstrom": [[-1.860, 0.306, -1.732], [-1.424, 0.478, -0.490], [-2.177, -0.076, 0.676], [-0.064, 1.128, -0.263], [0.857, 0.398, 0.721], [1.872, -0.466, -0.039], [2.512, -1.495, 0.802], [-1.504, 0.535, -2.733], [-2.781, -0.274, -1.892], [-3.187, 0.365, 0.711], [-1.763, -0.007, 1.660], [-2.457, -1.150, 0.549], [0.381, 1.244, -1.258], [-0.100, 2.145, 0.134], [0.253, -0.163, 1.468], [1.397, 1.084, 1.387], [1.418, -0.885, -0.942], [2.703, 0.093, -0.471], [1.944, -2.332, 0.840], [2.577, -1.134, 1.746]],
  "nbo_charge": [-0.415, 0.024, -0.665, -0.439, -0.417, -0.221, -0.833, 0.208, 0.181, 0.229, 0.217, 0.226, 0.213, 0.216, 0.201, 0.200, 0.190, 0.187, 0.352, 0.347]
}


Energy above the most stable structure, in kJ/mol: i) 325.3; ii) 0.0


i) {
  "formula": "C6H13N",
  "method": "ωB97M-V with the def2-TZVPD basis set",
  "homo_energy_ev": -7.43,
  "species": ["C", "C", "N", "C", "C", "C", "C", "H", "H", "H", "H", "H", "H", "H", "H", "H", "H", "H", "H", "H"],
  "positions_angstrom": [[-1.303, 1.830, 0.856], [-0.556, 0.509, 0.754], [-0.670, -0.158, -0.535], [-0.898, -1.597, -0.542], [0.870, 0.496, 0.354], [1.725, -0.601, 0.917], [0.664, 0.381, -1.640], [-2.390, 1.666, 0.859], [-1.022, 2.357, 1.778], [-1.048, 2.470, 0.002], [-0.810, -0.190, 1.565], [-0.766, -1.956, -1.573], [-0.240, -2.189, 0.117], [-1.938, -1.785, -0.238], [2.177, -0.178, 1.830], [1.217, -1.533, 1.231], [2.550, -0.864, 0.238], [0.453, 1.423, -1.881], [0.234, -0.272, -2.424], [1.750, 0.191, -1.669]],
  "nbo_charge": [-0.604, -0.186, -0.342, -0.431, 0.058, -0.715, -0.431, 0.207, 0.212, 0.217, 0.189, 0.201, 0.182, 0.214, 0.249, 0.186, 0.212, 0.223, 0.165, 0.194]
}


ii) {
  "formula": "C6H13N",
  "method": "ωB97M-V with the def2-TZVPD basis set",
  "homo_energy_ev": -6.33,
  "species": ["C", "C", "C", "N", "C", "C", "C", "H", "H", "H", "H", "H", "H", "H", "H", "H", "H", "H", "H", "H"],
  "positions_angstrom": [[2.623, -0.472, -0.162], [1.106, -0.593, -0.317], [0.454, 0.779, -0.172], [-0.996, 0.813, -0.463], [-1.324, 1.213, -1.703], [-1.876, 0.467, 0.479], [-1.609, -0.430, 1.644], [2.890, -0.018, 0.800], [3.054, 0.153, -0.954], [3.108, -1.451, -0.211], [0.852, -1.005, -1.300], [0.709, -1.284, 0.436], [0.920, 1.469, -0.881], [0.605, 1.180, 0.834], [-2.372, 1.177, -1.972], [-0.638, 1.856, -2.236], [-2.908, 0.670, 0.210], [-2.411, -0.293, 2.377], [-1.609, -1.501, 1.377], [-0.665, -0.226, 2.165]],
  "nbo_charge": [-0.605, -0.410, -0.208, -0.230, -0.409, -0.118, -0.657, 0.203, 0.205, 0.217, 0.215, 0.204, 0.210, 0.203, 0.184, 0.179, 0.182, 0.225, 0.202, 0.207]
}


Energy above the most stable structure, in kJ/mol: i) 306.8; ii) 0.0


i) {
  "formula": "C6H13N",
  "method": "ωB97M-V with the def2-TZVPD basis set",
  "homo_energy_ev": -8.99,
  "species": ["C", "C", "C", "C", "C", "C", "N", "H", "H", "H", "H", "H", "H", "H", "H", "H", "H", "H", "H", "H"],
  "positions_angstrom": [[3.080, -1.147, -0.711], [1.986, -0.252, -0.240], [0.797, -0.598, 0.246], [-0.203, 0.243, 1.071], [-1.546, 0.222, 0.401], [-1.536, 0.799, -1.115], [-2.419, 0.998, 1.291], [4.049, -1.069, -0.168], [3.256, -0.758, -1.802], [2.737, -2.138, -0.868], [2.226, 0.823, -0.144], [0.347, -1.537, 0.114], [0.080, 1.261, 1.059], [-0.285, -0.181, 2.052], [-1.841, -0.791, 0.276], [-2.573, 0.592, -1.509], [-0.751, 0.226, -1.593], [-1.425, 1.783, -1.267], [-2.610, 0.435, 2.101], [-3.368, 1.089, 0.805]],
  "nbo_charge": [-0.638, -0.187, -0.182, -0.433, -0.020, -0.610, -0.828, 0.227, 0.207, 0.214, 0.188, 0.175, 0.211, 0.208, 0.152, 0.196, 0.219, 0.203, 0.349, 0.348]
}


ii) {
  "formula": "C6H13N",
  "method": "ωB97M-V with the def2-TZVPD basis set",
  "homo_energy_ev": -7.84,
  "species": ["C", "C", "C", "C", "C", "N", "C", "H", "H", "H", "H", "H", "H", "H", "H", "H", "H", "H", "H", "H"],
  "positions_angstrom": [[2.079, 0.394, -0.096], [0.741, 0.002, -0.042], [0.105, -0.614, 1.186], [-1.379, 0.106, 1.377], [-1.361, 1.627, 1.122], [0.040, -0.141, -1.228], [0.051, -1.377, -2.067], [2.660, 1.100, -0.867], [2.746, -0.278, 0.317], [0.761, -0.186, 2.024], [0.016, -1.670, 1.195], [-1.836, -0.183, 0.391], [-2.043, -0.232, 2.178], [-0.472, 2.094, 1.647], [-2.280, 2.063, 1.544], [-1.176, 1.883, 0.055], [-0.265, 0.592, -1.739], [0.979, -1.342, -2.879], [0.019, -2.269, -1.448], [-0.813, -1.417, -2.702]],
  "nbo_charge": [-0.431, 0.213, -0.454, -0.404, -0.620, -0.719, -0.387, 0.198, 0.195, 0.211, 0.216, 0.209, 0.216, 0.200, 0.217, 0.204, 0.376, 0.161, 0.200, 0.199]
}


iii) {
  "formula": "C6H13N",
  "method": "ωB97M-V with the def2-TZVPD basis set",
  "homo_energy_ev": -7.81,
  "species": ["C", "C", "C", "C", "N", "C", "C", "H", "H", "H", "H", "H", "H", "H", "H", "H", "H", "H", "H", "H"],
  "positions_angstrom": [[1.995, -0.616, -0.274], [1.051, 0.512, -0.793], [-0.335, 0.654, -0.085], [-1.251, -0.004, -0.767], [-0.979, -0.923, -1.852], [-0.632, 0.890, 1.390], [-0.069, -0.187, 2.343], [2.565, -1.283, -1.109], [2.823, -0.076, 0.418], [1.252, -1.287, 0.236], [1.431, 1.635, -0.717], [0.693, 0.612, -1.787], [-2.355, 0.384, -0.717], [-1.793, -1.223, -2.314], [-0.079, -0.949, -2.357], [-0.520, 1.967, 1.648], [-1.760, 0.684, 1.340], [-0.570, -0.358, 3.260], [1.023, 0.035, 2.425], [-0.411, -1.175, 1.761]],
  "nbo_charge": [-0.644, -0.459, -0.092, -0.007, -0.864, -0.418, -0.610, 0.214, 0.225, 0.230, 0.206, 0.209, 0.200, 0.380, 0.394, 0.202, 0.200, 0.216, 0.211, 0.206]
}


Energy above the most stable structure, in kJ/mol: i) 0.0; ii) 218.9; iii) 164.4


i) {
  "formula": "C6H13N",
  "method": "ωB97M-V with the def2-TZVPD basis set",
  "homo_energy_ev": -7.54,
  "species": ["C", "C", "N", "C", "C", "C", "C", "H", "H", "H", "H", "H", "H", "H", "H", "H", "H", "H", "H", "H"],
  "positions_angstrom": [[2.024, -0.319, -1.076], [0.694, 0.114, -0.560], [-0.540, -0.402, -0.669], [-1.599, -0.111, -1.429], [-0.098, -0.071, 0.690], [-0.701, 1.149, 1.366], [0.090, -1.271, 1.602], [2.016, -0.362, -2.170], [2.794, 0.398, -0.776], [2.321, -1.307, -0.695], [0.024, 1.529, -1.347], [-2.578, -0.177, -0.962], [-0.790, 1.534, -1.648], [-1.529, -0.361, -2.484], [0.056, 1.661, 1.971], [-1.083, 1.859, 0.628], [-1.522, 0.861, 2.033], [0.487, -2.129, 1.051], [-0.858, -1.569, 2.068], [0.792, -1.027, 2.408]],
  "nbo_charge": [-0.653, 0.096, -0.311, -0.275, 0.096, -0.637, -0.627, 0.225, 0.229, 0.209, -0.011, 0.198, -0.039, 0.200, 0.219, 0.234, 0.206, 0.215, 0.212, 0.216]
}


ii) {
  "formula": "C6H13N",
  "method": "ωB97M-V with the def2-TZVPD basis set",
  "homo_energy_ev": -9.33,
  "species": ["C", "N", "C", "C", "C", "H", "H", "H", "H", "H", "H", "H", "H", "H", "C", "C", "H", "H", "H", "H"],
  "positions_angstrom": [[-1.408, 1.038, -1.439], [-0.649, 0.052, -1.226], [0.777, 0.299, -1.156], [1.409, -0.384, 0.056], [2.930, -0.250, 0.035], [-2.488, 0.884, -1.485], [-1.043, 2.068, -1.570], [1.224, -0.126, -2.064], [1.013, 1.379, -1.146], [1.118, -1.442, 0.052], [1.002, 0.050, 0.979], [3.235, 0.803, 0.059], [3.344, -0.693, -0.879], [3.393, -0.752, 0.889], [-2.267, 0.209, 1.604], [-2.348, -1.047, 1.193], [-1.333, 0.758, 1.677], [-3.088, 0.313, 2.279], [-3.335, -1.496, 1.112], [-1.484, -1.663, 1.029]],
  "nbo_charge": [-0.052, -0.389, -0.246, -0.398, -0.605, 0.178, 0.138, 0.198, 0.161, 0.207, 0.195, 0.202, 0.202, 0.213, -0.444, -0.335, 0.194, 0.207, 0.184, 0.192]
}


Energy above the most stable structure, in kJ/mol: i) 223.5; ii) 0.0